# 1
Formula: C5H5ClN2S
Source: the Open Molecules 2025 dataset
Level of theory: wB97M-V/def2-TZVPD

Output
Energy relative to the best compared isomer or geometry (same formula, charge and spin), eV: 0.2378
2S+1: 1
Kohn-Sham gap, eV: 8.3809
HOMO energy, eV: -9.81
Total charge: 0

```
14
Properties=species:S:1:pos:R:3:forces:R:3:lowdin_charge:R:1
H -0.272973 -2.249365 0.341079 -0.63 -0.46 -0.42 0.0572
N 0.250884 -1.645365 0.946056 -0.44 -0.11 0.37 0.1875
C 0.027433 -0.428531 0.784769 1.81 2.40 -1.45 -0.3622
C 1.045056 0.538968 1.405587 -0.10 -0.73 -2.34 -0.0427
C -0.758549 0.334633 -0.390614 0.59 2.00 2.40 -0.3558
C -1.957446 -0.391848 -0.680981 0.77 0.91 -0.04 -0.2664
N -2.842349 -1.063848 -0.903489 -1.54 -1.04 -0.29 0.1934
C 0.189431 0.462737 -1.547446 0.51 0.94 -2.03 -1.1456
S 1.014496 1.803335 -1.991733 -0.71 -1.14 0.85 0.7140
Cl 0.241847 -0.930306 -2.645482 -0.06 0.33 0.88 0.6260
H 0.736837 1.492986 1.730664 -0.69 1.12 0.04 0.0641
H 1.317526 -0.019480 2.209699 1.49 -1.21 2.56 0.0371
H 1.914685 0.625312 0.692897 -0.92 -0.01 0.76 0.1008
H -0.906878 1.470771 0.048993 -0.08 -3.00 -1.29 0.1925
```
Forces are in eV/Å.

# 2
Formula: C5H5ClNO
Source: the Open Molecules 2025 dataset
Level of theory: wB97M-V/def2-TZVPD

Output
Energy relative to the best compared isomer or geometry (same formula, charge and spin), eV: 0.0435
2S+1: 1
Kohn-Sham gap, eV: 6.8185
HOMO energy, eV: -2.91
Total charge: -1

```
13
Properties=species:S:1:pos:R:3:forces:R:3:lowdin_charge:R:1
C -0.591971 -1.189616 0.357386 0.49 -0.01 1.13 -0.2128
C 0.814606 -1.439679 0.125804 0.30 -2.90 -1.25 -0.3524
C -1.285049 -0.065812 0.257859 -2.85 -0.69 -0.97 -0.1762
C 1.699535 -0.463325 0.028901 -0.15 1.45 0.33 -0.6012
C -0.745600 1.170867 -0.354932 -2.32 2.55 0.47 -0.2816
N 0.372224 1.699317 0.480810 0.91 2.06 -1.74 -0.0895
O 0.935551 2.627743 -0.131470 -0.76 -1.26 1.32 -0.1494
Cl 3.402499 -0.916276 -0.182750 0.16 -0.33 -0.20 0.3690
H -1.121683 -1.946070 0.903706 -0.24 -0.86 -0.18 0.0709
H 1.049494 -2.555892 -0.129198 -0.16 1.59 0.77 0.0870
H -2.426618 -0.258882 0.477617 2.24 1.18 -0.30 0.1100
H -0.521774 1.294636 -1.403193 0.83 -1.18 -0.56 0.0900
H -1.581218 2.042994 -0.430546 1.54 -1.60 1.17 0.1363
```
Forces are in eV/Å.

# 3
Formula: C5H5ClNO4
Source: the Open Molecules 2025 dataset
Level of theory: wB97M-V/def2-TZVPD

Output
Energy relative to the best compared isomer or geometry (same formula, charge and spin), eV: 1.4659
2S+1: 1
Kohn-Sham gap, eV: 8.3886
HOMO energy, eV: -4.69
Total charge: -1

```
16
Properties=species:S:1:pos:R:3:forces:R:3:lowdin_charge:R:1
C 2.663745 0.099699 -0.043454 -3.37 1.68 -1.32 -0.0486
C -2.303421 -0.247008 0.160969 0.51 0.42 0.82 -0.5478
C 0.097124 -0.532308 -0.359267 1.90 1.75 0.38 -0.3430
C 0.851259 0.862282 -0.578154 1.84 -1.51 1.39 -0.6589
C -0.973559 -0.649951 0.744981 1.09 -3.07 -0.31 -0.0850
N 2.394135 -1.073686 0.311326 1.71 1.17 -0.40 -0.0233
O -2.243217 0.896280 -0.539504 0.79 0.68 -0.86 0.0727
O -3.324142 -0.881427 0.279048 0.21 0.48 -0.20 0.0750
O 1.076494 -1.460370 0.019250 -0.38 -1.67 0.22 -0.1742
O 0.610411 1.598745 -1.499737 -0.02 0.05 -0.68 -0.0914
Cl 0.560946 1.998850 1.168670 0.19 0.18 0.55 0.2370
H 3.560132 0.759986 -0.088395 -0.62 -1.25 0.59 0.0797
H -0.161183 -0.649474 -1.417137 -0.63 -0.75 0.26 0.1536
H -0.504960 -0.141165 1.637887 -1.23 -0.27 -0.92 0.0849
H -0.997117 -1.838050 0.948680 -0.24 2.80 -0.23 0.1672
H -1.306654 1.257603 -0.745162 -1.75 -0.70 0.70 0.1020
```
Forces are in eV/Å.

# 4
Formula: C5H5ClO
Source: the Open Molecules 2025 dataset
Level of theory: wB97M-V/def2-TZVPD

Output
Energy relative to the best compared isomer or geometry (same formula, charge and spin), eV: 3.2837
2S+1: 1
Kohn-Sham gap, eV: 9.4194
HOMO energy, eV: -9.02
Total charge: 0

```
12
Properties=species:S:1:pos:R:3:forces:R:3:lowdin_charge:R:1
O -2.744611 -1.081132 1.049679 -1.01 0.13 -0.40 0.2069
C -1.679907 -1.440123 1.268506 0.12 0.31 0.88 -0.2935
C -0.432712 -1.678869 1.605584 -1.30 -1.03 0.71 -0.5909
Cl -0.116642 -2.878003 2.823917 0.20 0.20 -0.15 0.6022
H 0.166977 -1.485940 0.783781 1.94 0.17 -0.96 0.0336
C 0.459639 0.991544 0.554590 0.81 1.30 0.79 0.0538
C 0.652270 1.453711 -0.536957 -0.78 -1.03 -1.76 -0.1730
C 0.703384 1.310375 -1.994106 2.73 1.41 -0.68 -0.1236
H 0.720091 1.019984 1.565945 -0.34 -0.44 1.12 0.0307
H 1.115769 0.294072 -2.146268 -0.02 0.68 -0.37 0.0827
H 1.398740 2.130811 -2.504110 -1.38 -1.87 1.07 0.1191
H -0.242998 1.363570 -2.470561 -0.97 0.17 -0.24 0.0519
```
Forces are in eV/Å.